one | The following is a quantum chemistry calculation of C4H7N3S in the gas phase, from OMol25.

```
15
C4H7N3S (ωB97M-V/def2-TZVPD)
C -1.694 -0.915 1.014
C -1.561 -0.380 -0.213
C -1.232 1.068 -0.393
C -0.061 1.679 -0.079
N 1.047 1.133 0.438
S 1.923 -0.056 -0.150
N 3.021 -0.406 0.867
N 1.592 -1.024 -1.283
H -1.676 -0.475 1.987
H -1.907 -1.953 1.022
H -1.864 -1.045 -1.145
H -1.867 1.824 -0.845
H 0.154 2.681 -0.139
H 3.411 -1.355 0.701
H 0.713 -0.777 -1.782
```

Calculated values
**Frontier orbital gap (alpha / beta)**: 8.2 / 8.2 eV
**Structure (SMILES)**: C=C/C=C\N=S(=N)=N
**Net charge**: 0
**Lowest unoccupied orbital energy (alpha / beta)**: -0.46 / -0.46 eV

Atomic partial charges in e from the natural (NBO) method, atoms 1 to 4: -0.36, -0.25, -0.28, -0.01


two | The following is a quantum chemistry calculation of C4H7N3S in the gas phase, from OMol25.

```
15
C4H7N3S (ωB97M-V/def2-TZVPD)
C 0.580 -1.732 0.159
C 1.613 -0.999 -0.136
C -1.388 -0.104 -0.092
C 2.496 0.129 0.035
N -0.776 -1.317 -0.044
N -0.910 1.098 -0.063
N -1.826 2.068 0.137
S -3.185 -0.307 -0.037
H 0.810 -2.699 0.429
H 2.548 0.798 -0.919
H 3.646 -0.256 0.038
H 2.301 0.765 0.989
H -1.391 -2.053 -0.342
H -2.758 1.736 0.262
H -1.761 2.873 -0.417
```

Calculated values
**Frontier orbital gap (alpha / beta)**: 4.4 / 4.4 eV
**Net charge**: 0
**Lowest unoccupied orbital energy (alpha / beta)**: -2.55 / -2.55 eV

Atomic partial charges in e from the natural (NBO) method, atoms 1 to 4: -0.10, 0.31, 0.22, -0.77


three | The following is a quantum chemistry calculation of C4H7N3S in the gas phase, from OMol25.

```
15
C4H7N3S (ωB97M-V/def2-TZVPD)
H 1.404 1.024 2.043
N 1.230 1.866 1.463
C 0.658 1.359 0.339
C -0.033 2.241 -0.447
S -1.065 1.200 -1.583
C -0.507 -0.397 -0.870
N -0.941 -1.607 -1.067
C -0.486 -2.510 -0.108
N 0.473 0.035 -0.029
H -0.723 3.051 -0.006
H 0.618 2.978 -1.001
H -1.107 -2.432 0.945
H 0.648 -2.574 0.025
H -0.624 -3.455 -0.558
H 0.456 -0.780 0.854
```

Calculated values
**Frontier orbital gap**: 9.5 eV
**Structure (SMILES)**: [H]/N=C1/CS/C(=N/C)N1
**Net charge**: 0
**Lowest unoccupied orbital energy**: 0.35 eV

Atomic partial charges in e from the natural (NBO) method, atoms 1 to 4: 0.32, -0.64, 0.39, -0.59


four | The following is a quantum chemistry calculation of C4H7N3S in the gas phase, from OMol25.

```
15
C4H7N3S (ωB97M-V/def2-TZVPD)
C -1.761 1.170 0.246
C -1.102 0.046 -0.424
S -1.986 -1.500 0.196
N 0.371 -0.027 -0.157
N 1.270 -0.064 -1.129
C 2.422 -0.221 -0.471
C 2.185 -0.305 0.867
N 0.880 -0.167 1.043
H -2.738 1.169 -0.289
H -1.231 2.074 0.174
H -1.809 0.964 1.303
H -1.177 0.045 -1.500
H -1.583 -2.421 -0.653
H 3.415 -0.253 -0.927
H 2.845 -0.510 1.720
```

Calculated values
**Frontier orbital gap**: 10.3 eV
**Structure (SMILES)**: C[C@H](S)n1nccn1
**Net charge**: 0
**Lowest unoccupied orbital energy**: 0.85 eV

Atomic partial charges in e from the natural (NBO) method, atoms 1 to 4: -0.64, -0.10, -0.05, -0.01


Tell me which of them is the most stable. Sure, it is four.


one | The following is a quantum chemistry calculation of C4H7N3S in the gas phase, from OMol25.

```
15
C4H7N3S (ωB97M-V/def2-TZVPD)
H 0.882 -2.039 -1.759
N 0.669 -1.229 -2.324
C 0.144 -0.362 -1.553
N -0.402 0.809 -2.139
C -0.141 -0.598 -0.125
S -0.541 -2.081 0.421
C -0.160 0.544 0.827
C 0.712 0.432 2.058
N -0.690 0.457 2.165
H -1.261 1.177 -1.827
H -0.316 0.882 -3.111
H -0.274 1.532 0.402
H 1.155 1.388 2.405
H 1.303 -0.436 2.346
H -1.079 -0.476 2.215
```

Calculated values
**Frontier orbital gap**: 8.3 eV
**Structure (SMILES)**: [H]/N=C(/N)C(=S)[C@@H]1CN1
**Net charge**: 0
**Lowest unoccupied orbital energy**: -1.04 eV

Atomic partial charges in e from the natural (NBO) method, atoms 1 to 4: 0.35, -0.62, 0.34, -0.82


two | The following is a quantum chemistry calculation of a molecular structure, C4H7N3S, from OMol25.

```
15
C4H7N3S (ωB97M-V/def2-TZVPD)
C -0.557 -1.535 -1.575
C -1.199 -0.542 0.398
C 0.149 0.908 1.146
C 0.467 0.661 -0.182
H -1.347 -2.433 -0.937
H -1.214 -1.107 -2.583
H 0.625 -1.789 -1.947
H -2.126 -1.135 0.347
H -0.016 2.158 2.775
H 1.140 2.593 1.524
H 2.646 -0.413 -0.885
N -0.349 -0.394 -0.595
N -0.971 0.381 1.405
N 0.732 1.771 2.024
S 2.022 0.877 -0.914
```

Calculated values
**Frontier orbital gap**: 8.4 eV
**Net charge**: 0
**Lowest unoccupied orbital energy**: 0.49 eV

Atomic partial charges in e from the natural (NBO) method, atoms 1 to 4: -0.44, 0.19, 0.31, -0.20


Tell me which of them is the most stable. Sure, it is one.


one | The following is a quantum chemistry calculation of 2 unconnected molecules or ions with the total composition C4H7N3S, from OMol25.

```
15
C4H7N3S (ωB97M-V/def2-TZVPD)
C -1.957 0.220 -0.127
C 0.453 0.209 -0.250
C 0.520 1.562 -0.350
C 0.619 2.772 0.154
H -2.535 -0.043 0.945
H -1.659 1.130 -0.369
H -2.711 -0.270 -0.859
H -0.666 -1.695 1.253
H 0.565 -2.573 -0.163
H 3.579 -1.617 -0.037
H 0.985 3.730 0.386
N -0.728 -0.447 -0.345
N -0.859 -1.903 0.088
N 1.362 -0.744 -0.258
S 3.032 -0.333 -0.067
```

Calculated values
**Frontier orbital gap**: 7.6 eV
**Net charge**: 0
**Lowest unoccupied orbital energy**: -0.21 eV

Atomic partial charges in e from the natural (NBO) method, atoms 1 to 4: -0.39, 0.25, -0.09, -0.09


two | The following is a quantum chemistry calculation of C4H7N3S in the gas phase, from OMol25.

```
15
C4H7N3S (ωB97M-V/def2-TZVPD)
C -1.250 1.003 0.356
N -0.416 -0.196 0.411
C -0.448 -1.088 1.437
C 0.646 -1.935 1.462
S 1.844 -1.442 0.292
C 0.680 -0.336 -0.454
N 0.774 0.128 -1.613
N 1.984 -0.013 -2.346
H -2.317 0.872 0.544
H -0.826 1.694 1.021
H -1.385 1.435 -0.754
H -1.228 -1.233 2.063
H 0.743 -2.513 2.297
H 2.687 -0.596 -1.759
H 1.839 -0.581 -3.211
```

Calculated values
**Frontier orbital gap**: 8.2 eV
**Structure (SMILES)**: Cn1ccs/c1=N\N
**Net charge**: 0
**Lowest unoccupied orbital energy**: 0.84 eV

Atomic partial charges in e from the natural (NBO) method, atoms 1 to 4: -0.42, -0.42, 0.00, -0.47


three | The following is a quantum chemistry calculation of C4H7N3S in the gas phase, from OMol25.

```
15
C4H7N3S (ωB97M-V/def2-TZVPD)
N -1.945 0.206 -1.653
S -1.092 0.198 -0.421
N -1.832 -0.146 1.445
C 0.249 -1.183 -0.683
C 1.396 -0.948 0.211
C 1.675 0.291 0.732
C 0.999 1.515 0.382
N -0.121 1.614 -0.223
H -2.923 0.254 -1.366
H -2.678 0.210 1.182
H 0.683 -0.952 -1.691
H -0.316 -2.142 -0.651
H 1.765 -1.858 0.645
H 2.580 0.542 1.423
H 1.560 2.399 0.667
```

Calculated values
**Frontier orbital gap**: 7.5 eV
**Structure (SMILES)**: N=S1(=N)CC=CC=N1
**Net charge**: 0
**Lowest unoccupied orbital energy**: -0.85 eV

Atomic partial charges in e from the natural (NBO) method, atoms 1 to 4: -1.11, 1.62, -0.88, -0.60


Tell me which of them is the most stable. Sure, it is two.


one | The following is a quantum chemistry calculation of a molecular structure, C4H6FN, from OMol25.

```
12
C4H6FN (ωB97M-V/def2-TZVPD)
C -2.659 -0.410 -0.216
C -1.495 -0.282 0.153
C 0.881 0.619 -0.905
C 0.465 -0.327 0.147
N 1.135 -0.289 1.396
F 0.607 -1.593 -0.400
H -3.720 -0.575 -0.350
H 1.823 0.578 -1.389
H 0.191 0.592 -1.681
H 0.844 1.601 -0.596
H 1.270 0.751 1.579
H 0.657 -0.666 2.263
```

Calculated values
**Frontier orbital gap**: 10.7 eV
**Net charge**: 0
**Lowest unoccupied orbital energy**: 0.79 eV

Atomic partial charges in e from the natural (NBO) method, atoms 1 to 4: -0.34, -0.15, -0.69, 0.63


two | The following is a quantum chemistry calculation of C4H6FN in the gas phase, from OMol25.

```
12
C4H6FN (ωB97M-V/def2-TZVPD)
C -1.377 -0.159 -0.189
C 0.027 0.344 -0.082
C 0.273 1.468 0.836
N 0.562 2.211 1.682
C 1.060 -0.820 -0.077
F 1.233 -1.138 -1.333
H -1.934 0.627 -0.624
H -1.720 -0.257 0.902
H -1.525 -1.012 -0.851
H 0.515 0.738 -0.931
H 1.972 -0.275 0.144
H 0.913 -1.727 0.524
```

Calculated values
**Frontier orbital gap**: 12.2 eV
**Structure (SMILES)**: C[C@@H](C#N)CF
**Net charge**: 0
**Lowest unoccupied orbital energy**: 0.89 eV

Atomic partial charges in e from the natural (NBO) method, atoms 1 to 4: -0.60, -0.37, 0.28, -0.31


Tell me which of them is the most stable. Sure, it is two.


one | The following is a quantum chemistry calculation of 13 unconnected molecules or ions with the total composition F6H24O12P, from OMol25.

```
43
F6H24O12P (ωB97M-V/def2-TZVPD)
P -0.825 -5.453 30.474
F -0.963 -7.072 30.173
F 0.538 -5.355 29.565
F -1.694 -5.068 29.206
F -0.717 -3.840 30.661
F -2.160 -5.526 31.323
F 0.067 -5.618 31.764
O 2.198 -4.259 33.386
H 1.586 -4.375 32.660
H 1.799 -4.736 34.114
O -2.257 -9.811 29.162
H -2.765 -9.003 29.225
H -2.879 -10.504 29.386
O -3.634 -7.317 28.902
H -3.743 -6.695 28.183
H -2.748 -7.154 29.228
O -4.567 -3.410 28.699
H -4.768 -3.341 27.765
H -3.880 -4.074 28.747
O -3.542 -5.506 26.954
H -4.397 -5.254 26.606
H -2.914 -4.993 26.446
O 1.457 -8.144 29.856
H 2.093 -7.449 30.024
H 0.606 -7.709 29.910
O 3.672 -6.316 29.638
H 3.824 -6.290 28.694
H 3.455 -5.413 29.871
O -1.533 -8.839 32.607
H -2.335 -8.653 33.095
H -1.356 -8.035 32.118
O -0.851 -0.702 30.273
H -0.669 -0.530 31.197
H -1.162 -1.607 30.254
O 2.398 -2.764 30.181
H 1.759 -3.355 30.579
H 2.021 -2.543 29.329
O -2.822 -2.924 31.625
H -3.301 -3.623 32.070
H -2.059 -3.360 31.246
O -0.123 -7.090 27.454
H 0.411 -7.836 27.728
H -0.286 -6.602 28.261
```

Calculated values
**Frontier orbital gap**: 10.1 eV
**Net charge**: -1
**Lowest unoccupied orbital energy**: 2.25 eV

Atomic partial charges in e from the natural (NBO) method, atoms 1 to 4: 2.60, -0.59, -0.59, -0.59


two | The following is a quantum chemistry calculation of 13 unconnected molecules or ions with the total composition F6H24O12P, from OMol25.

```
43
F6H24O12P (ωB97M-V/def2-TZVPD)
P 0.316 0.038 0.044
F -0.014 0.673 -1.409
F -0.656 -1.155 -0.347
F 1.550 -0.878 -0.600
F 0.503 -0.720 1.495
F 1.296 1.270 0.517
F -0.869 0.919 0.747
O -1.615 -3.814 1.793
H -2.503 -4.131 1.629
H -1.438 -3.209 1.073
O -3.631 -0.035 1.323
H -2.970 0.316 0.726
H -3.514 0.466 2.131
O -2.777 2.746 0.021
H -2.636 3.395 0.710
H -1.950 2.267 -0.032
O -0.843 0.332 3.728
H -1.779 0.492 3.848
H -0.687 0.506 2.799
O 1.309 3.528 -1.613
H 1.999 4.043 -1.193
H 0.986 2.951 -0.920
O 0.481 -3.182 -1.753
H 0.030 -2.447 -1.338
H 1.392 -2.896 -1.822
O 2.857 0.506 2.758
H 3.117 1.427 2.740
H 1.998 0.490 2.337
O -2.269 -0.928 -3.129
H -2.985 -0.353 -3.399
H -1.692 -0.367 -2.612
O 0.960 2.333 -4.243
H 0.937 2.385 -3.287
H 1.408 3.134 -4.516
O 3.657 -2.303 2.279
H 2.838 -2.233 1.788
H 3.863 -1.404 2.533
O 4.949 1.224 0.689
H 5.417 1.400 -0.127
H 4.099 0.883 0.409
O -3.766 -2.835 -1.658
H -4.171 -2.767 -2.523
H -3.201 -2.065 -1.596
```

Calculated values
**Frontier orbital gap**: 10.3 eV
**Net charge**: -1
**Lowest unoccupied orbital energy**: 2.26 eV

Atomic partial charges in e from the natural (NBO) method, atoms 1 to 4: 2.60, -0.59, -0.59, -0.59


Tell me which of them is the most stable. Sure, it is two.


one | The following is a quantum chemistry calculation of a gas-phase ion, C4H10N2OS (charge +1), from OMol25.

```
18
C4H10N2OS (ωB97M-V/def2-TZVPD)
O -0.196 0.625 2.402
C -0.368 1.209 1.338
C -0.604 0.221 0.146
C -1.564 0.802 -0.861
S -2.971 1.392 -0.039
N 0.575 -0.223 -0.560
C 1.280 -1.325 0.170
N 2.611 -1.447 -0.367
H -0.373 2.312 1.375
H -1.202 -0.705 0.665
H -1.928 -0.121 -1.420
H -1.153 1.649 -1.488
H -3.074 2.345 -0.894
H 1.245 0.588 -0.625
H 1.309 -1.155 1.188
H 0.707 -2.275 0.080
H 2.590 -1.777 -1.285
H 3.116 -2.114 0.175
```

Calculated values
**Multiplicity**: 2
**Expectation value of S²**: 0.761
**Frontier orbital gap (alpha / beta)**: 9.1 / 4.7 eV
**Net charge**: +1
**Lowest unoccupied orbital energy (alpha / beta)**: -4.65 / -8.65 eV

Atomic partial charges in e from the natural (NBO) method, atoms 1 to 4: -0.32, 0.40, -0.17, -0.57


two | The following is a quantum chemistry calculation of a gas-phase ion, C4H10N2OS (charge +1), from OMol25.

```
18
C4H10N2OS (ωB97M-V/def2-TZVPD)
C 0.049 -0.216 0.926
N 1.433 -0.778 0.966
C 2.281 -0.107 1.854
O 1.799 0.836 2.408
C -0.576 -0.264 -0.555
C -1.088 1.053 -0.851
S -0.189 1.867 -2.129
N -1.565 -1.311 -0.449
H -0.693 -0.679 1.658
H 0.082 0.864 1.241
H 1.936 -1.036 0.122
H 3.246 -0.458 1.764
H 0.273 -0.655 -1.235
H -2.215 0.936 -0.593
H -0.796 1.714 -0.110
H -0.311 1.268 -3.292
H -1.214 -2.054 -1.052
H -2.452 -0.980 -0.672
```

Calculated values
**Multiplicity**: 2
**Expectation value of S²**: 0.756
**Frontier orbital gap (alpha / beta)**: 10.5 / 4.8 eV
**Net charge**: +1
**Lowest unoccupied orbital energy (alpha / beta)**: -3.23 / -8.87 eV

Atomic partial charges in e from the natural (NBO) method, atoms 1 to 4: -0.19, -0.64, 0.54, -0.55


Tell me which of them is the most stable. Sure, it is one.